# 1
{"formula": "C2H5N3OS", "method": "the ωB97M-V functional and the def2-TZVPD basis", "symbols": ["H", "H", "N", "H", "N", "S", "H", "N", "C", "C", "O", "H"], "coordinates": [[0.17022, -2.25900, 1.84393], [1.49180, 2.18937, -2.97863], [0.64107, 0.93803, -1.18952], [1.60602, -0.40883, -0.26928], [-0.12480, -0.38202, 0.40530], [0.27431, 2.04834, -2.45287], [-1.32221, 1.13557, -0.35779], [-0.73296, -1.84071, 2.13559], [-0.97590, -0.84374, 1.40040], [-0.32974, 0.63811, -0.41877], [1.09803, -0.99406, 0.33779], [-1.79585, -0.22106, 1.54385]], "forces_ev_per_angstrom": [[-0.6, 0.2, 0.3], [0.2, -0.2, 0.2], [0.0, 0.6, -1.0], [-0.2, -0.1, 0.0], [-0.2, -0.8, 1.2], [-0.3, 0.1, 0.3], [0.6, -0.4, -0.1], [0.4, -0.2, -0.3], [1.9, -1.0, 0.1], [-0.4, 1.3, -0.8], [0.4, -0.2, 0.0], [-1.7, 0.9, 0.1]], "orbital_gap_ev": 9.13, "e_homo_ev": -8.41, "smiles": "[H]/N=C\\N(O)/C=N/S", "de_lowest_kcal_mol": 83.38, "charge": 0}



# 2
{"formula": "C4H13NO2", "method": "the ωB97M-V functional and the def2-TZVPD basis", "symbols": ["C", "H", "C", "H", "C", "H", "O", "H", "N", "H", "H", "H", "O", "C", "H", "H", "H", "H", "H", "H"], "coordinates": [[0.28268, -0.17212, 0.31452], [0.13663, -0.62916, -2.36557], [-1.21706, 0.20684, 0.61966], [-2.70699, 1.70176, 0.36977], [-1.69723, 1.39113, 0.11902], [0.15344, -0.69673, 2.59645], [-0.41427, -1.32682, -2.59571], [0.20725, -0.21109, -0.78959], [0.56506, -1.64309, 2.26169], [0.68870, 3.36186, -1.27081], [-1.09405, 1.92791, -0.55663], [0.32999, -2.35143, 0.25791], [1.00153, 2.49500, -1.09874], [0.79920, -1.54579, 0.74842], [1.79145, 2.40568, -1.70779], [1.28929, -1.99732, 2.74493], [-0.98986, -1.46073, -1.86246], [-1.74577, -0.61712, 1.07065], [1.80571, -1.51534, 0.57956], [0.81430, 0.67656, 0.56472]], "forces_ev_per_angstrom": [[-3.4, -1.6, -2.2], [1.5, 1.9, 0.5], [1.2, 1.1, -1.4], [0.1, 0.0, -0.4], [-0.5, -3.3, 2.0], [1.5, -2.5, -0.4], [-0.9, -2.0, -1.8], [0.8, 0.4, 0.8], [-4.4, 3.2, -3.1], [-0.5, 1.4, -0.2], [0.6, 0.9, -0.3], [-0.6, -0.9, -0.7], [2.0, -1.3, -1.0], [-2.2, 2.4, 3.6], [-1.3, 0.1, 1.1], [2.9, -1.0, 2.1], [-0.7, -0.1, 0.8], [-0.7, 0.5, 0.6], [2.8, -0.4, -0.7], [1.8, 1.3, 0.7]], "orbital_gap_ev": 9.36, "e_homo_ev": -8.96, "smiles": "C=CCCN.O.O", "de_lowest_kcal_mol": 60.76, "charge": 0}



# 3
{"formula": "C7H13N2", "method": "the ωB97M-V functional and the def2-TZVPD basis", "symbols": ["C", "H", "H", "H", "C", "N", "N", "H", "H", "H", "H", "H", "H", "H", "H", "C", "C", "C", "C", "C", "H", "H"], "coordinates": [[0.02451, -0.10228, 0.25447], [-1.26641, -1.45665, 0.86307], [-0.10392, 1.54030, -0.75658], [-2.29472, -0.06512, -1.76822], [0.53422, 1.36310, 0.09667], [1.94390, 1.07300, -0.01223], [3.52097, -0.66844, -0.11613], [3.77698, -1.56436, 0.09914], [0.98935, -2.06144, 0.18699], [4.27362, -0.00717, -0.26417], [2.53789, 1.91838, -0.10276], [-1.82386, 1.08379, 1.78597], [-3.00157, -1.36433, -1.03268], [-3.25754, 0.19359, 1.28208], [-1.34690, -1.40997, -1.64464], [-1.46003, -0.51199, 0.19857], [-2.28964, 0.56287, 0.89479], [2.29219, -0.23991, -0.01128], [1.12977, -0.94273, 0.13306], [-2.08852, -0.83967, -1.12084], [0.46705, 2.14654, 0.86498], [-2.55736, 1.35249, 0.16973]], "forces_ev_per_angstrom": [[-4.1, 3.6, 0.7], [-1.3, 1.1, -1.0], [0.7, 1.5, -1.1], [-0.3, 2.4, -0.9], [-1.2, -2.3, 1.2], [1.1, 1.7, -1.1], [1.5, 2.3, -0.7], [0.5, -2.6, 0.5], [0.6, 1.4, -0.1], [-0.2, -0.2, 0.1], [0.1, -1.4, -0.1], [-0.2, -0.8, -1.0], [-0.8, -0.9, 0.3], [0.5, -0.1, -0.4], [0.0, -0.9, -0.6], [2.0, 0.0, 2.5], [-0.5, 1.0, 1.3], [-0.5, 1.7, -0.1], [0.8, -4.9, 0.0], [1.7, -1.8, 0.3], [-0.8, -0.5, 0.0], [0.2, -0.3, 0.2]], "orbital_gap_ev": [7.77, 6.93], "spin_multiplicity": 3, "e_homo_ev": [-10.57, -14.32], "de_lowest_kcal_mol": 2.84, "charge": 1}



# 4
{"formula": "C7H15N3O2", "method": "the ωB97M-V functional and the def2-TZVPD basis", "symbols": ["C", "H", "H", "H", "H", "H", "H", "H", "H", "O", "C", "H", "C", "C", "H", "H", "C", "H", "N", "C", "C", "H", "H", "N", "N", "O", "H"], "coordinates": [[-0.93020, 0.88341, -0.55069], [-0.09326, 1.47181, -2.32785], [0.22742, -2.05193, -1.49032], [1.82903, 0.86369, 0.38120], [2.75559, -0.55268, -0.00171], [0.70444, -1.39158, 1.47343], [-1.06926, 1.96512, 1.22472], [-0.53319, 3.06720, -0.25552], [1.76237, 1.45287, -1.60023], [-2.73764, -1.09401, 2.92193], [1.37556, 0.40016, -1.53618], [0.63258, 2.24581, 0.56799], [0.61783, -2.24052, -0.36426], [0.73903, -0.92756, 0.45550], [-1.84281, 1.03290, -0.95176], [-1.62006, 0.07981, 3.14058], [-0.45161, 2.13851, 0.33907], [1.70964, -0.34550, -2.29338], [-2.34156, -1.19788, 1.68069], [-0.14829, 0.64931, -1.80817], [1.75979, -0.08586, -0.15398], [1.56366, -2.88237, -0.50286], [-0.20626, -2.82136, 0.05948], [-1.37976, -0.42671, 1.39973], [-0.77361, -0.40875, 0.22263], [-0.91246, 0.31268, 2.48706], [-0.63696, -0.13657, -2.51709]], "forces_ev_per_angstrom": [[4.9, -0.3, 1.9], [-0.4, 4.6, -2.9], [1.0, -0.2, 2.5], [0.3, -0.4, 0.6], [-0.5, 0.1, -0.7], [0.8, 1.7, -0.3], [0.4, 1.4, -0.1], [-1.1, -0.2, 0.5], [0.5, -1.4, -0.6], [0.9, -0.1, -2.8], [-0.2, -0.2, -1.1], [-0.8, -1.0, 0.2], [-0.1, -0.8, -3.1], [-3.7, -3.4, -1.3], [-3.8, 0.3, 0.0], [-0.3, -0.4, 0.3], [0.0, -0.7, -1.7], [0.3, 1.1, 0.2], [-1.8, -0.8, 2.2], [0.9, -5.2, 1.4], [1.0, 2.0, 1.6], [-1.3, 1.0, 0.7], [0.4, -0.2, 0.0], [-0.8, 0.6, 2.4], [1.8, 0.9, -0.4], [0.9, 0.5, -0.8], [0.8, 1.1, 1.6]], "orbital_gap_ev": 10.32, "e_homo_ev": -9.58, "smiles": "C[C@H]1CCC[C@H](C)N1N(O)N=O", "de_lowest_kcal_mol": 148.50, "charge": 0}



# 5
{"formula": "C4H7NO2", "method": "the ωB97M-V functional and the def2-TZVPD basis", "symbols": ["O", "N", "C", "H", "C", "C", "H", "H", "H", "H", "C", "H", "H", "O"], "coordinates": [[1.72068, 0.11474, -0.09351], [-1.41475, -1.44415, -0.82528], [1.95895, -0.05193, 1.30622], [0.56089, 1.61853, 0.79575], [-1.34369, 0.96082, -0.99033], [0.73600, 0.54503, 0.79788], [-1.64608, -1.45727, -1.80884], [1.90570, -1.08133, 1.64866], [-0.82004, -2.20496, -0.53397], [-1.61444, 0.95182, -2.03613], [-1.07506, -0.18758, -0.36625], [-1.29713, 1.90690, -0.46776], [2.75340, 0.56300, 1.72432], [-0.42443, -0.23361, 0.84924]], "forces_ev_per_angstrom": [[0.0, -0.1, -0.2], [0.1, 0.0, 0.0], [0.1, -0.1, 0.3], [0.0, -0.2, 0.1], [-0.1, 0.0, 0.0], [0.0, 0.2, 0.2], [-0.1, -0.1, 0.2], [0.0, 0.1, 0.0], [0.1, 0.1, 0.0], [-0.3, 0.0, 0.1], [-0.1, 0.2, -0.3], [0.2, -0.1, -0.2], [-0.1, -0.1, -0.1], [0.0, -0.1, -0.1]], "orbital_gap_ev": 9.33, "e_homo_ev": -8.28, "smiles": "C=C(N)O[C@H]1CO1", "de_lowest_kcal_mol": 66.01, "charge": 0}



# 6
{"formula": "C15H17BF2O3P", "method": "the ωB97M-V functional and the def2-TZVPD basis", "symbols": ["C", "H", "H", "H", "H", "F", "C", "B", "H", "C", "C", "H", "O", "H", "P", "C", "H", "C", "H", "O", "H", "C", "H", "O", "C", "H", "H", "H", "C", "C", "H", "C", "H", "C", "H", "C", "F", "C", "C"], "coordinates": [[-1.85814, 4.72859, 4.09240], [0.52499, 1.61884, 3.71155], [-0.96829, -6.72321, -0.03728], [2.13744, 4.20509, 0.68476], [0.84497, 1.11784, -1.11004], [-1.61891, 1.56245, -1.77713], [-1.32419, -0.09935, -3.41220], [1.32679, 3.41359, 3.16476], [-2.90726, 4.62740, 3.79348], [0.53873, -5.27041, -0.50863], [-0.76610, -5.68550, -0.27439], [-2.34896, 0.04154, -3.73372], [1.29416, 3.97208, 0.24484], [2.53573, 3.36620, 3.01756], [0.35464, 3.27303, 1.49010], [1.29661, -0.43467, -2.53966], [-2.82803, -5.09521, -0.16494], [-0.50074, -1.03179, -4.03097], [-0.87954, -1.62666, -4.85361], [0.01429, 1.61756, 1.11970], [-0.94852, 1.57001, 1.22394], [0.80660, -1.20106, -3.59318], [-2.36301, -2.72440, -0.70117], [0.93604, 2.37261, 4.15898], [-0.24529, -3.01807, -0.86716], [1.44618, -1.93271, -4.07377], [1.38397, 5.05274, 4.81000], [2.31488, -0.57137, -2.19657], [-0.82322, 0.66005, -2.36893], [-1.80955, -4.77035, -0.34394], [1.10933, 5.66073, 3.07439], [-0.64645, 4.81430, 4.11236], [1.36394, -5.97060, -0.46708], [0.78244, -3.94021, -0.79915], [-0.02345, -1.98297, -1.09318], [0.87158, 4.87109, 3.83764], [2.04633, -3.53647, -1.02046], [0.47954, 0.50643, -1.92618], [-1.54952, -3.43718, -0.64312]], "forces_ev_per_angstrom": [[0.0, 0.0, -0.5], [0.2, 0.2, 0.2], [0.0, 0.0, 0.0], [-0.2, -0.3, -0.5], [-0.1, 0.0, 0.0], [-0.1, 0.0, 0.0], [-0.2, 0.0, 0.0], [0.6, -0.5, 1.4], [1.1, 0.1, 0.7], [0.2, -0.1, 0.0], [0.0, 0.2, -0.1], [0.0, 0.0, 0.0], [0.6, -0.8, 1.3], [0.5, 0.4, -0.4], [-2.6, 0.9, -0.8], [-0.2, 0.1, -0.3], [0.1, 0.0, 0.0], [0.2, 0.0, 0.2], [0.0, 0.0, 0.0], [0.8, 0.2, 0.4], [0.5, 0.2, -0.3], [0.1, 0.0, -0.1], [0.1, 0.0, 0.0], [-0.4, -0.4, -0.7], [0.0, 0.3, 0.0], [0.0, 0.0, 0.0], [-0.1, -0.1, -0.8], [-0.1, 0.0, 0.0], [0.3, -0.3, -0.2], [-0.1, 0.0, 0.0], [-0.4, -0.2, 1.0], [0.9, 0.4, -0.9], [0.0, 0.1, 0.0], [-0.6, -0.2, 0.1], [0.0, -0.1, 0.1], [-1.5, -0.1, 0.0], [0.1, 0.0, 0.0], [0.3, 0.2, 0.2], [0.1, -0.3, 0.0]], "orbital_gap_ev": 5.75, "e_homo_ev": -3.21, "charge": -1}



# 7
{"formula": "C20H23NO4", "method": "the ωB97M-V functional and the def2-TZVPD basis", "symbols": ["O", "C", "C", "H", "H", "H", "H", "C", "C", "H", "C", "C", "C", "H", "H", "H", "C", "C", "H", "C", "C", "H", "H", "H", "H", "C", "H", "H", "H", "C", "O", "O", "C", "H", "C", "N", "H", "H", "C", "C", "C", "H", "H", "C", "O", "C", "H", "H"], "coordinates": [[3.51990, -2.72635, 1.17862], [6.06207, -1.15233, 0.03485], [3.05540, 0.88376, -0.36188], [3.47983, -1.10299, 2.85814], [3.11090, -1.55926, -1.73020], [-0.63491, 3.87937, 0.05966], [-5.08268, -3.23902, -2.42718], [4.54906, -1.01585, -0.19832], [0.56702, 2.18814, -0.42479], [-0.22324, 0.25427, 0.08020], [3.89528, -1.58969, 1.06351], [4.12827, -1.80703, -1.43913], [1.74899, 2.88525, -0.66642], [6.32567, -2.19857, 0.16139], [-2.58980, -1.06596, -1.96597], [-4.26902, 1.25619, 1.19948], [-3.32245, -0.95266, -1.17752], [-3.32946, 0.20682, -0.40704], [4.18182, -2.86994, -1.22287], [-4.26941, 0.35904, 0.60387], [-6.22002, -0.48412, 1.92964], [4.79212, -1.56825, -2.26566], [6.59305, -0.74400, -0.82061], [-5.88193, -2.58739, 0.27591], [-7.20774, -0.34404, 1.49028], [-4.22566, -3.22236, -1.75423], [1.70677, 3.94369, -0.87957], [-6.25880, -1.37308, 2.55679], [-4.29010, -4.09736, -1.11012], [-5.19347, -0.64593, 0.85003], [3.86514, -0.70730, 2.06025], [-2.40057, 2.48416, 1.18240], [0.65890, 0.83483, -0.14310], [3.88435, 2.79242, -0.81607], [-4.23457, -1.96639, -0.93541], [-2.36699, 1.18573, -0.69311], [-1.83734, 1.01525, -1.53733], [1.89376, -0.87305, 0.10505], [-1.92192, 2.19369, 0.11057], [-5.16651, -1.80092, 0.08079], [1.88242, 0.18294, -0.11716], [-3.32012, -3.29433, -2.35140], [6.34827, -0.59184, 0.92119], [2.97016, 2.25061, -0.63541], [4.31803, 0.37433, -0.34987], [-0.74200, 2.94219, -0.49069], [-5.99417, 0.37727, 2.55177], [-0.96350, 3.18683, -1.53482]], "forces_ev_per_angstrom": [[0.0, 0.0, -0.1], [-0.3, 0.2, 0.0], [-0.3, 0.3, -0.1], [0.0, -0.2, -0.3], [-0.1, 0.0, 0.0], [-0.1, -0.1, -0.1], [0.0, -0.1, -0.1], [0.2, -0.4, -0.2], [0.0, -0.1, 0.0], [-0.1, 0.0, 0.0], [-0.1, -0.3, 0.1], [0.0, 0.2, 0.3], [0.0, -0.1, 0.0], [0.0, -0.1, 0.0], [0.1, 0.0, -0.1], [0.0, 0.0, 0.0], [0.0, 0.1, 0.1], [-0.2, -0.2, 0.1], [0.0, -0.1, 0.0], [0.0, 0.1, 0.1], [0.0, 0.0, 0.0], [0.1, 0.1, 0.0], [0.0, 0.0, -0.1], [-0.1, -0.1, 0.0], [-0.1, 0.0, 0.0], [0.0, 0.0, 0.0], [0.0, 0.1, 0.0], [0.0, 0.0, 0.1], [0.0, -0.1, 0.0], [0.1, -0.1, -0.1], [0.1, 0.6, 0.3], [-0.1, 0.0, 0.2], [0.0, 0.2, 0.0], [0.1, 0.1, 0.0], [0.0, 0.1, 0.0], [0.0, -0.2, -0.4], [0.0, 0.1, 0.2], [0.0, -0.1, 0.0], [0.3, 0.3, -0.3], [0.1, 0.1, 0.0], [0.4, -0.2, 0.0], [0.0, -0.1, -0.1], [0.0, 0.0, 0.1], [0.1, -0.2, 0.0], [0.1, 0.0, 0.1], [0.0, 0.1, 0.1], [0.0, 0.0, 0.1], [0.0, 0.0, 0.0]], "orbital_gap_ev": 8.99, "e_homo_ev": -8.36, "smiles": "Cc1cc(C)cc(NC(=O)Cc2ccc(OC(C)(C)C(=O)O)cc2)c1", "de_lowest_kcal_mol": 10.12, "charge": 0}



Total energy for every record listed, in sequence, given in eV: -19505.335; -9941.562; -10439.338; -16060.663; -9844.417; -37373.843; -30794.745.